{"formula": "C23H36N2O", "method": "ωB97M-V with the def2-TZVPD basis set", "smiles": "O=C(NCCCN1CCCCCC1)[C@H](c1ccccc1)C1CCCCC1", "e_above_lowest_kcal_mol": 1.4, "e_lumo_ha": 0.027, "total_energy_ha": -1082.78994, "species": ["O", "C", "N", "H", "C", "C", "H", "H", "C", "N", "C", "C", "H", "C", "C", "C", "H", "H", "C", "H", "H", "H", "H", "H", "H", "H", "H", "H", "H", "H", "H", "H", "C", "C", "C", "C", "C", "C", "C", "H", "H", "H", "H", "H", "H", "C", "C", "C", "C", "C", "C", "H", "H", "H", "H", "H", "H", "H", "H", "H", "H", "H"], "coordinates": [[-1.173, 0.709, 1.593], [-0.004, 0.722, 1.264], [0.641, 1.860, 0.926], [1.582, 1.807, 0.573], [-0.012, 3.141, 0.796], [0.217, 3.768, -0.579], [-0.053, 4.825, -0.536], [1.280, 3.707, -0.824], [-0.617, 3.101, -1.682], [-0.386, 1.673, -1.733], [0.758, 1.258, -2.511], [0.549, 1.103, -4.027], [1.537, 1.002, -4.483], [-0.286, -0.129, -4.379], [-1.801, 0.105, -4.362], [-2.296, 1.044, -3.258], [-2.184, 2.082, -3.578], [-3.364, 0.869, -3.115], [-1.572, 0.866, -1.912], [-2.252, 1.118, -1.095], [-1.285, -0.178, -1.784], [-2.289, -0.866, -4.251], [-2.114, 0.516, -5.325], [-0.032, -0.928, -3.678], [-0.011, -0.479, -5.376], [0.090, 2.003, -4.439], [1.094, 0.293, -2.112], [1.556, 1.986, -2.339], [-0.395, 3.603, -2.637], [-1.672, 3.270, -1.454], [-1.076, 2.970, 0.974], [0.371, 3.816, 1.572], [0.900, -0.510, 1.238], [0.449, -1.498, 0.193], [-0.889, -1.839, 0.027], [-1.265, -2.757, -0.939], [-0.314, -3.343, -1.757], [1.019, -3.006, -1.603], [1.395, -2.092, -0.635], [2.441, -1.836, -0.523], [1.769, -3.453, -2.240], [-0.610, -4.055, -2.514], [-2.309, -3.008, -1.059], [-1.636, -1.360, 0.639], [1.911, -0.182, 0.966], [1.023, -1.154, 2.643], [1.542, -0.113, 3.639], [1.748, -0.731, 5.019], [0.441, -1.326, 5.530], [-0.075, -2.371, 4.546], [-0.278, -1.761, 3.162], [-1.042, -0.984, 3.209], [-0.621, -2.537, 2.476], [0.645, -3.191, 4.480], [-1.020, -2.785, 4.904], [0.594, -1.778, 6.512], [-0.301, -0.532, 5.635], [2.505, -1.516, 4.957], [2.111, 0.030, 5.713], [2.484, 0.310, 3.280], [0.815, 0.699, 3.714], [1.767, -1.958, 2.559]]}

{"formula": "C7H10N3O2", "method": "ωB97M-V with the def2-TZVPD basis set", "spin_multiplicity": 3, "e_above_lowest_kcal_mol": 100.3, "s_squared": 2.029, "e_lumo_ha": [-0.204, -0.311], "total_charge": 1, "total_energy_ha": -586.81694, "species": ["C", "C", "C", "C", "C", "C", "C", "N", "N", "N", "O", "O", "H", "H", "H", "H", "H", "H", "H", "H", "H", "H"], "coordinates": [[-2.562, -0.326, -1.001], [-2.098, -0.251, 0.281], [-0.350, -0.198, 0.726], [1.772, 1.046, 0.438], [0.421, 0.698, -1.622], [1.441, -1.269, -0.592], [0.807, 0.086, -0.223], [-2.945, -0.265, -2.066], [-2.704, -0.192, 1.385], [-0.413, -0.252, 1.991], [0.452, -0.200, 2.802], [-1.969, -0.354, 2.475], [1.700, 0.938, 1.591], [2.766, 0.942, -0.035], [1.392, 2.053, 0.027], [1.256, 0.654, -2.277], [0.141, 1.753, -1.448], [-0.359, 0.176, -2.015], [2.293, -1.169, -1.199], [0.713, -1.930, -1.042], [1.961, -1.838, 0.327], [-3.714, -0.104, 1.479]]}

{"formula": "C4H8NO3", "method": "ωB97M-V with the def2-TZVPD basis set", "e_above_lowest_kcal_mol": 17.8, "e_lumo_ha": 0.133, "total_charge": -1, "total_energy_ha": -437.77714, "species": ["C", "C", "O", "O", "H", "H", "H", "C", "C", "O", "N", "H", "H", "H", "H", "H"], "coordinates": [[-2.058, -0.591, 1.271], [-1.457, 0.719, 1.889], [-0.254, 0.646, 2.220], [-2.220, 1.697, 1.807], [-2.081, -1.385, 2.033], [-1.338, -1.012, 0.588], [-3.030, -0.438, 0.816], [0.922, 0.889, -1.643], [1.911, -0.234, -1.423], [2.972, -0.296, -2.006], [1.489, -1.088, -0.431], [2.102, -1.860, -0.296], [1.131, -0.660, 0.400], [1.310, 1.574, -2.405], [0.634, 1.417, -0.734], [-0.032, 0.621, -2.087]]}